# 1
{"formula": "C4H4N2O", "method": "ωB97M-V with the def2-TZVPD basis set", "symbols": ["N", "C", "C", "O", "C", "C", "N", "H", "H", "H", "H"], "xyz": [[-3.0029, 0.2138, 0.8655], [-2.0107, 0.1178, 0.1945], [-0.9850, 0.4663, -0.4896], [0.0799, 0.9516, 0.3817], [1.2319, 0.3714, 0.3224], [2.4043, 0.1502, 0.8048], [2.2027, -0.3639, -0.5471], [-3.3870, -0.5813, 1.4810], [-0.8232, 0.2271, -1.5466], [3.1306, 0.0811, 1.5472], [2.7917, 0.0965, -1.2254]], "forces_ev_per_angstrom": [[-2.2, -1.5, 2.1], [-1.3, 0.1, 0.6], [2.8, -0.2, -0.7], [-1.7, 0.3, -1.4], [3.0, 0.1, 0.3], [-1.8, 0.5, 0.4], [-0.6, -2.2, -1.0], [1.1, 1.3, -1.5], [0.3, 0.4, 0.7], [0.9, -0.1, 0.9], [-0.3, 1.2, -0.4]], "e_homo_ha": -0.2730, "e_above_lowest_kcal_mol": 152.05, "energy_ha": -339.339354, "charge": 0, "molar_mass_g_mol": 96.1, "max_force_ha_per_bohr": 0.0659}

***

# 2
{"formula": "C23H26F3NO2S", "method": "ωB97M-V with the def2-TZVPD basis set", "symbols": ["C", "C", "C", "C", "C", "C", "S", "C", "F", "F", "F", "O", "O", "C", "C", "H", "H", "H", "H", "H", "H", "H", "H", "C", "C", "C", "N", "C", "C", "C", "C", "C", "C", "C", "C", "C", "C", "C", "H", "H", "H", "H", "H", "H", "H", "H", "H", "H", "H", "H", "H", "H", "H", "H", "H", "H"], "xyz": [[-2.5907, 4.4498, 2.8487], [-2.7191, 3.0342, 2.3816], [-2.9879, 2.7333, 1.0359], [-3.0980, 1.4236, 0.6017], [-2.9317, 0.3239, 1.5066], [-3.0110, -0.9931, 1.0278], [-2.8524, -2.3660, 2.0812], [-3.2440, -3.7999, 0.9188], [-3.0769, -4.9767, 1.5515], [-4.5113, -3.7219, 0.4590], [-2.4106, -3.7722, -0.1534], [-1.4613, -2.5651, 2.4454], [-3.9001, -2.3976, 3.0804], [-2.6859, 0.6555, 2.8815], [-2.5770, 1.9708, 3.2876], [-2.4131, 4.4724, 3.9259], [-1.7605, 4.9618, 2.3513], [-3.4962, 5.0259, 2.6331], [-3.1164, 3.5514, 0.3229], [-3.3192, 1.1777, -0.4394], [-3.2554, -1.2190, -0.0106], [-2.5915, -0.1387, 3.6229], [-2.3796, 2.1977, 4.3388], [3.9966, 3.1250, -2.6955], [3.7164, 3.4340, -1.2224], [2.2741, 3.1160, -0.8356], [1.8871, 1.7585, -1.2544], [1.5459, 0.8279, -0.3818], [1.1281, -0.4735, -0.7351], [1.3261, -1.5554, 0.0950], [1.0939, -2.9224, -0.2821], [1.5881, -3.9910, 0.5132], [1.3881, -5.3146, 0.1403], [0.6900, -5.6161, -1.0404], [0.1929, -4.5791, -1.8377], [0.3906, -3.2495, -1.4726], [2.0570, 1.5241, -2.6965], [3.5108, 1.7362, -3.1122], [3.4841, 3.8738, -3.3137], [5.0689, 3.2171, -2.8949], [4.3923, 2.8496, -0.5858], [3.9140, 4.4908, -1.0151], [2.1221, 3.2035, 0.2452], [1.6098, 3.8215, -1.3550], [1.6447, 1.0843, 0.6834], [0.6636, -0.6157, -1.7170], [1.7723, -1.3853, 1.0797], [2.1285, -3.7386, 1.4297], [1.7700, -6.1201, 0.7698], [0.5274, -6.6551, -1.3338], [-0.3640, -4.8011, -2.7507], [-0.0124, -2.4453, -2.0893], [1.7094, 0.5260, -2.9721], [1.4406, 2.2758, -3.2129], [3.5959, 1.6111, -4.1971], [4.1370, 0.9598, -2.6520]], "forces_ev_per_angstrom": [[0.0, 0.2, -0.1], [0.0, -0.4, -0.1], [0.1, -0.1, 0.3], [0.2, -0.4, 0.3], [0.0, 0.6, 0.5], [0.0, -1.6, -0.2], [-0.4, 2.0, -1.5], [-0.1, 0.3, -0.1], [-0.1, 0.6, -0.4], [0.8, -0.2, 0.3], [-0.4, -0.2, 0.4], [-0.3, -0.6, 0.6], [0.7, -0.6, 0.3], [0.0, -0.2, -0.5], [-0.1, 0.3, -0.4], [0.0, 0.1, -0.1], [0.0, 0.1, 0.1], [0.0, 0.0, 0.1], [0.0, -0.2, 0.1], [0.0, 0.2, 0.2], [0.1, 0.0, 0.4], [0.0, 0.2, -0.2], [-0.1, -0.1, -0.2], [0.0, 0.2, -0.1], [0.2, -0.3, 0.0], [0.0, 0.2, 0.0], [0.0, -0.4, 0.7], [0.4, 0.4, -0.2], [-0.2, -0.9, 0.1], [0.0, 1.1, -0.3], [-0.3, -1.3, -0.5], [-0.2, 0.7, -0.2], [-0.1, 0.0, -0.3], [0.1, 0.4, 0.3], [0.0, 0.3, 0.0], [0.3, -0.2, 0.5], [-0.3, 0.2, -0.4], [0.2, -0.1, 0.3], [0.1, -0.1, 0.0], [-0.2, 0.1, 0.0], [-0.1, 0.0, -0.1], [-0.1, -0.2, 0.0], [-0.1, 0.0, -0.3], [0.0, -0.2, 0.2], [0.0, 0.0, -0.5], [0.4, 0.0, 0.4], [-0.2, 0.0, -0.2], [-0.2, -0.2, -0.2], [-0.1, 0.3, -0.2], [0.1, 0.3, 0.1], [0.2, 0.0, 0.3], [0.0, -0.4, 0.1], [0.0, 0.3, 0.1], [0.0, -0.3, 0.1], [-0.1, 0.0, 0.2], [-0.1, 0.1, 0.0]], "e_homo_ha": -0.1808, "energy_ha": -1794.910735, "charge": 0, "molar_mass_g_mol": 437.5, "max_force_ha_per_bohr": 0.0495}

***

# 3
{"formula": "C49H42BN11PTi", "method": "ωB97M-V with the def2-TZVPD basis set", "symbols": ["Ti", "C", "C", "N", "N", "C", "B", "N", "C", "C", "C", "N", "N", "C", "C", "C", "N", "N", "C", "C", "C", "N", "H", "H", "H", "H", "H", "H", "H", "H", "H", "H", "H", "H", "N", "C", "C", "C", "C", "C", "C", "C", "C", "C", "C", "C", "C", "N", "C", "C", "C", "C", "N", "H", "H", "H", "H", "H", "H", "H", "H", "H", "H", "C", "C", "C", "C", "C", "C", "C", "P", "C", "C", "C", "C", "C", "C", "C", "C", "C", "C", "C", "C", "C", "C", "H", "H", "H", "H", "H", "H", "H", "H", "H", "H", "H", "H", "H", "H", "H", "H", "H", "H", "H", "H"], "xyz": [[-0.3019, 0.0804, 0.5449], [3.8955, 0.5125, 3.0678], [3.1712, 0.6017, 1.8756], [1.8708, 0.4256, 2.0793], [1.7433, 0.2132, 3.4167], [2.9436, 0.2589, 4.0264], [0.3511, -0.1890, 3.9152], [0.0008, -1.5436, 3.2122], [-0.0385, -2.7631, 3.7871], [-0.1117, -3.7141, 2.7943], [-0.0912, -2.9799, 1.6078], [-0.0051, -1.6801, 1.8652], [-0.6230, 0.9603, 3.5238], [-1.1882, 1.8649, 4.3466], [-1.7505, 2.8621, 3.5797], [-1.4654, 2.4932, 2.2647], [-0.7747, 1.3583, 2.2455], [0.2134, -0.4028, 5.4151], [-0.9356, -0.7700, 6.0387], [-0.6849, -0.8257, 7.3851], [0.6733, -0.4686, 7.4942], [1.2053, -0.2155, 6.3126], [4.9572, 0.6148, 3.2076], [3.5524, 0.7503, 0.8841], [3.0139, 0.1104, 5.0895], [0.0046, -2.8746, 4.8564], [-0.1605, -4.7821, 2.9109], [-0.1323, -3.3332, 0.5914], [-1.1414, 1.7508, 5.4156], [-2.2825, 3.7309, 3.9244], [-1.7221, 2.9797, 1.3379], [-1.8392, -0.9536, 5.4794], [-1.3739, -1.0827, 8.1705], [1.2809, -0.3859, 8.3813], [-9.0469, 3.2595, -4.0858], [-8.0884, 2.9222, -3.5494], [-6.8894, 2.5012, -2.8770], [-6.3214, 1.2646, -3.1745], [-5.1704, 0.8627, -2.5205], [-4.5695, 1.6905, -1.5767], [-5.1407, 2.9261, -1.2878], [-6.2980, 3.3317, -1.9276], [-3.3218, 1.2578, -0.8872], [-2.1554, 1.9402, -1.2317], [-2.0659, 2.9801, -2.1890], [-0.7454, 3.3620, -2.2433], [-0.0728, 2.5383, -1.3278], [-0.8877, 1.6844, -0.7091], [-3.4461, 0.2328, 0.0394], [-4.6706, -0.3468, 0.4789], [-4.3523, -1.2276, 1.4807], [-2.9473, -1.1675, 1.6197], [-2.3953, -0.3126, 0.7674], [-6.7855, 0.6265, -3.9142], [-4.7248, -0.0985, -2.7435], [-4.6738, 3.5681, -0.5520], [-6.7474, 4.2883, -1.6986], [-2.8833, 3.3703, -2.7732], [-0.3003, 4.1180, -2.8691], [0.9733, 2.5314, -1.1220], [-5.6512, -0.1060, 0.1013], [-5.0222, -1.8426, 2.0591], [-2.3483, -1.7348, 2.3153], [1.7787, -2.9428, -3.4128], [2.3102, -3.1899, -2.0246], [2.5913, -4.5054, -1.6558], [3.0614, -4.8356, -0.3939], [3.2535, -3.8348, 0.5435], [2.9652, -2.5242, 0.2001], [2.5086, -2.1775, -1.0735], [2.1662, -0.3738, -1.2620], [3.8063, 0.2223, -1.8873], [4.5679, -0.6860, -2.6346], [5.7788, -0.3397, -3.2014], [6.2693, 0.9462, -3.0276], [5.5435, 1.8502, -2.2792], [4.3169, 1.5180, -1.6973], [3.6494, 2.6098, -0.9065], [1.0964, -0.1842, -2.7119], [1.4637, 0.4567, -3.8888], [0.5216, 0.6892, -4.8797], [-0.7892, 0.2711, -4.6838], [-1.1523, -0.3841, -3.5173], [-0.2226, -0.6292, -2.5041], [-0.5666, -1.2917, -1.2306], [1.9231, -3.8303, -4.0280], [2.2626, -2.0993, -3.9056], [0.7098, -2.7164, -3.3882], [2.4378, -5.2898, -2.3879], [3.2714, -5.8691, -0.1486], [3.6075, -4.0664, 1.5399], [3.0776, -1.7528, 0.9485], [4.2041, -1.6972, -2.7661], [6.3366, -1.0697, -3.7734], [7.2162, 1.2374, -3.4635], [5.9316, 2.8508, -2.1247], [4.3772, 3.1010, -0.2587], [2.8573, 2.2354, -0.2711], [3.2394, 3.3730, -1.5719], [2.4873, 0.7867, -4.0290], [0.8055, 1.1982, -5.7917], [-1.5327, 0.4516, -5.4509], [-2.1743, -0.7211, -3.3791], [0.1197, -2.1197, -1.0320], [-1.5817, -1.6908, -1.2383]], "forces_ev_per_angstrom": [[0.7, -0.5, -0.2], [0.0, 0.0, -0.1], [0.0, 0.0, 0.0], [0.0, 0.0, 0.0], [-0.1, 0.0, 0.0], [0.0, 0.0, 0.0], [0.0, 0.0, 0.0], [0.1, 0.0, 0.1], [0.0, 0.0, 0.0], [0.0, 0.0, 0.0], [0.1, 0.0, 0.0], [-0.2, 0.0, 0.0], [0.0, 0.0, 0.1], [0.0, 0.0, 0.0], [0.0, 0.0, 0.0], [0.0, 0.0, 0.0], [-0.2, 0.1, 0.2], [0.0, 0.0, -0.1], [0.0, 0.0, 0.0], [0.0, 0.0, 0.0], [0.0, 0.0, 0.0], [-0.1, 0.0, 0.1], [0.0, 0.0, 0.0], [0.0, 0.0, -0.1], [0.0, 0.0, -0.1], [0.0, 0.0, 0.0], [0.0, 0.0, 0.0], [0.0, 0.0, 0.0], [0.0, 0.0, 0.0], [0.0, 0.0, 0.0], [0.0, 0.0, 0.0], [0.0, 0.0, 0.0], [0.0, 0.0, 0.0], [0.0, 0.0, 0.0], [0.0, 0.0, 0.0], [0.0, 0.0, 0.0], [0.1, 0.0, 0.0], [0.0, 0.0, 0.0], [0.1, 0.0, 0.0], [-0.1, 0.0, 0.0], [0.0, 0.0, 0.0], [0.0, 0.0, 0.0], [0.0, 0.0, 0.0], [0.0, 0.0, 0.0], [0.0, 0.0, 0.0], [0.1, 0.1, 0.0], [-0.2, 0.0, -0.1], [-0.1, 0.3, -0.2], [-0.1, 0.0, 0.0], [0.0, 0.0, 0.0], [0.0, 0.0, 0.0], [0.0, 0.0, 0.0], [-0.2, -0.1, 0.2], [0.0, 0.0, 0.0], [0.0, 0.0, 0.0], [0.0, 0.0, 0.0], [0.0, 0.0, 0.0], [0.0, 0.0, 0.0], [0.0, 0.0, 0.0], [0.5, 0.0, 0.1], [0.0, 0.0, 0.0], [0.0, 0.0, 0.0], [0.0, 0.0, 0.0], [0.1, -0.1, -0.1], [-0.1, 0.0, -0.1], [0.0, 0.0, 0.0], [0.0, 0.0, 0.0], [0.0, 0.0, 0.0], [0.0, 0.0, 0.0], [0.0, 0.1, 0.2], [0.0, 0.0, -0.1], [0.1, 0.0, 0.0], [0.0, 0.0, 0.0], [0.0, 0.0, 0.0], [0.0, 0.0, 0.0], [0.0, 0.0, 0.0], [0.0, -0.1, -0.1], [-0.1, 0.0, 0.0], [0.0, 0.2, 0.0], [0.0, 0.1, 0.1], [0.0, 0.0, 0.0], [0.0, 0.0, 0.0], [0.0, 0.0, 0.0], [0.0, 0.1, 0.0], [0.0, 0.2, 0.2], [0.0, 0.0, 0.0], [0.0, -0.1, 0.0], [0.1, -0.1, 0.0], [0.0, 0.0, 0.0], [0.0, 0.0, 0.0], [0.0, 0.0, 0.0], [0.0, 0.1, 0.1], [0.0, 0.1, 0.0], [0.0, 0.0, 0.0], [0.0, 0.0, 0.0], [0.0, 0.0, 0.0], [0.0, 0.0, 0.0], [-0.2, 0.0, 0.0], [-0.1, 0.0, 0.0], [0.0, 0.0, 0.0], [0.0, 0.0, 0.0], [0.0, 0.0, 0.0], [0.0, 0.0, 0.0], [-0.1, 0.0, 0.0], [0.0, 0.1, 0.0]], "e_homo_ha": [-0.2806, -0.2801], "e_above_lowest_kcal_mol": 0.00, "spin_multiplicity": 2, "energy_ha": -3710.608217, "charge": 0, "molar_mass_g_mol": 874.6, "max_force_ha_per_bohr": 0.0167, "s_squared": 0.7544}